[1]
{
  "formula": "C42H61BCrN10O2",
  "method": "wB97M-V/def2-TZVPD",
  "s_squared": 6.05,
  "multiplicity": 5,
  "lumo_energy_ev": [-0.3, -0.7],
  "gap_ev": [6.69, 6.99],
  "fmax_ev_per_a": 2.403,
  "total_charge": 0,
  "elements": ["Cr", "C", "C", "N", "N", "C", "O", "C", "C", "C", "C", "C", "C", "C", "C", "C", "C", "C", "N", "H", "H", "H", "H", "H", "H", "H", "H", "H", "H", "H", "H", "C", "C", "C", "C", "N", "N", "B", "N", "N", "C", "C", "C", "C", "C", "C", "C", "C", "N", "N", "C", "C", "C", "C", "C", "C", "C", "C", "C", "C", "C", "C", "H", "H", "H", "H", "H", "H", "H", "H", "H", "H", "H", "H", "H", "H", "H", "H", "H", "H", "H", "H", "H", "H", "H", "H", "H", "H", "H", "H", "H", "H", "H", "H", "H", "H", "H", "H", "H", "H", "H", "H", "C", "N", "C", "C", "C", "O", "H", "H", "H", "H", "H", "H", "H", "H", "H"],
  "positions_angstrom": [[-0.203, 0.232, 0.584], [1.127, 4.225, 1.306], [0.850, 2.750, 1.358], [0.295, 2.101, 0.341], [-0.120, 2.751, -0.743], [-0.905, 1.951, -1.456], [-1.084, 0.740, -1.103], [-1.681, 2.501, -2.570], [-1.528, 3.818, -2.999], [-2.312, 4.300, -4.028], [-3.261, 3.485, -4.627], [-3.424, 2.176, -4.199], [-2.633, 1.681, -3.182], [0.981, 1.983, 2.539], [1.461, 2.514, 3.754], [1.420, 1.757, 4.899], [0.907, 0.459, 4.824], [0.488, -0.018, 3.596], [0.524, 0.687, 2.468], [0.736, 4.612, 0.370], [2.195, 4.429, 1.363], [0.636, 4.742, 2.130], [-0.793, 4.442, -2.514], [-2.192, 5.319, -4.368], [-3.873, 3.869, -5.431], [-4.172, 1.547, -4.660], [-2.733, 0.662, -2.834], [1.844, 3.520, 3.769], [1.766, 2.155, 5.842], [0.837, -0.165, 5.700], [0.094, -1.023, 3.519], [-3.444, -3.843, -1.522], [-2.239, -3.009, -1.785], [-1.710, -2.659, -3.008], [-0.548, -1.927, -2.717], [-0.403, -1.832, -1.398], [-1.430, -2.486, -0.832], [-1.558, -2.757, 0.663], [-0.194, -2.791, 1.351], [0.772, -1.869, 1.183], [1.845, -2.291, 1.859], [1.539, -3.503, 2.494], [0.238, -3.789, 2.145], [-0.568, -4.965, 2.575], [3.243, -1.726, 1.854], [3.330, -0.269, 1.411], [4.053, -2.599, 0.878], [3.843, -1.845, 3.262], [-2.437, -1.692, 1.360], [-2.166, -0.375, 1.354], [-3.180, 0.251, 1.968], [-4.097, -0.711, 2.408], [-3.594, -1.929, 2.004], [-4.199, -3.269, 2.235], [-3.429, 1.724, 2.200], [-2.477, 2.657, 1.464], [-4.856, 2.043, 1.723], [-3.318, 2.003, 3.706], [0.473, -1.453, -3.718], [0.020, -1.804, -5.140], [1.798, -2.162, -3.408], [0.687, 0.058, -3.629], [-3.859, -4.191, -2.465], [-4.203, -3.268, -0.994], [-3.191, -4.715, -0.919], [-2.114, -2.903, -3.968], [-2.076, -3.806, 0.814], [2.171, -4.103, 3.116], [0.052, -5.617, 3.186], [-0.938, -5.527, 1.721], [-1.424, -4.643, 3.164], [2.682, -0.085, 0.556], [4.357, -0.031, 1.139], [3.047, 0.395, 2.223], [3.657, -2.500, -0.130], [4.000, -3.648, 1.162], [5.099, -2.296, 0.876], [3.201, -1.348, 3.986], [4.822, -1.372, 3.290], [3.961, -2.884, 3.556], [-5.007, -0.552, 2.949], [-5.147, -3.151, 2.753], [-3.542, -3.889, 2.841], [-4.376, -3.786, 1.296], [-2.439, 2.410, 0.406], [-1.485, 2.601, 1.900], [-2.825, 3.685, 1.558], [-4.974, 1.777, 0.675], [-5.055, 3.108, 1.833], [-5.600, 1.502, 2.299], [-2.317, 1.764, 4.063], [-4.035, 1.407, 4.264], [-3.513, 3.055, 3.907], [-0.066, -2.881, -5.260], [0.744, -1.435, -5.864], [-0.943, -1.347, -5.359], [1.691, -3.240, -3.516], [2.089, -1.943, -2.385], [2.577, -1.822, -4.090], [-0.221, 0.590, -3.898], [1.479, 0.364, -4.313], [0.967, 0.332, -2.617], [4.523, 0.060, -2.055], [4.314, 1.489, -1.993], [5.340, 2.343, -2.544], [3.113, 1.947, -1.569], [2.900, 3.435, -1.676], [2.263, 1.187, -1.127], [5.396, -0.235, -1.472], [4.646, -0.261, -3.092], [3.634, -0.410, -1.640], [6.226, 1.740, -2.731], [5.612, 3.142, -1.850], [5.025, 2.800, -3.487], [3.056, 3.760, -2.702], [3.590, 3.971, -1.027], [1.876, 3.646, -1.384]]
}



[2]
{
  "formula": "C33H33BrN5O4W",
  "method": "wB97M-V/def2-TZVPD",
  "multiplicity": 1,
  "lumo_energy_ev": -4.4,
  "gap_ev": 6.32,
  "fmax_ev_per_a": 3.157,
  "total_charge": 1,
  "elements": ["W", "C", "N", "C", "C", "C", "N", "C", "C", "C", "C", "C", "C", "C", "O", "C", "C", "C", "N", "C", "C", "C", "C", "C", "C", "C", "O", "H", "H", "H", "H", "H", "H", "H", "H", "H", "H", "H", "H", "H", "H", "H", "H", "H", "H", "H", "H", "H", "H", "H", "H", "H", "Br", "C", "C", "N", "C", "C", "C", "C", "O", "O", "H", "H", "H", "N", "C", "C", "C", "C", "C", "C", "H", "H", "H", "H", "H"],
  "positions_angstrom": [[0.218, 0.234, -0.348], [-1.394, -1.462, 1.658], [-0.130, -0.701, 1.851], [0.846, -1.722, 2.331], [2.329, -1.376, 2.253], [2.817, -1.160, 0.804], [1.706, -1.175, -0.145], [2.118, -0.589, -1.416], [1.215, -1.170, -2.527], [1.683, -1.432, -3.812], [0.883, -2.061, -4.757], [-0.385, -2.499, -4.415], [-0.875, -2.275, -3.141], [-0.102, -1.590, -2.202], [-0.620, -1.276, -1.006], [-0.442, 0.310, 2.905], [0.666, 1.271, 3.368], [1.461, 1.944, 2.226], [0.653, 1.948, 1.018], [0.278, 3.081, 0.500], [-0.853, 3.179, -0.367], [-1.150, 4.318, -1.138], [-2.361, 4.433, -1.779], [-3.353, 3.469, -1.578], [-3.105, 2.348, -0.816], [-1.822, 2.125, -0.293], [-1.502, 0.976, 0.262], [-1.719, -1.904, 2.609], [-1.229, -2.263, 0.935], [-2.191, -0.819, 1.278], [0.707, -2.606, 1.705], [0.590, -1.989, 3.364], [2.852, -2.233, 2.679], [2.569, -0.526, 2.887], [3.522, -1.964, 0.539], [3.377, -0.207, 0.744], [3.173, -0.814, -1.679], [2.683, -1.135, -4.095], [1.257, -2.232, -5.755], [-1.000, -3.013, -5.136], [-1.868, -2.586, -2.850], [-0.812, -0.208, 3.801], [-1.267, 0.922, 2.519], [1.362, 0.769, 4.041], [0.159, 2.043, 3.954], [2.380, 1.383, 2.031], [1.739, 2.962, 2.527], [0.734, 4.014, 0.841], [-0.388, 5.073, -1.259], [-2.555, 5.273, -2.427], [-4.323, 3.592, -2.039], [-3.841, 1.566, -0.703], [0.298, 4.393, -6.377], [-0.891, 3.062, -5.741], [-2.028, 2.711, -6.464], [-2.862, 1.776, -6.054], [-2.639, 1.167, -4.906], [-1.554, 1.483, -4.086], [-0.645, 2.440, -4.528], [-1.382, 0.864, -2.746], [-2.251, 0.182, -2.221], [-0.267, 1.137, -2.129], [-2.275, 3.192, -7.400], [-3.341, 0.397, -4.619], [0.218, 2.687, -3.925], [1.957, 0.862, -1.085], [2.943, 1.750, -1.519], [3.490, 1.692, -2.806], [4.562, 2.492, -3.154], [5.119, 3.369, -2.240], [4.560, 3.475, -0.978], [3.486, 2.683, -0.622], [3.060, 1.012, -3.524], [4.970, 2.428, -4.151], [5.978, 3.964, -2.505], [4.981, 4.162, -0.258], [3.093, 2.760, 0.380]]
}



[3]
{
  "formula": "C24H32N3O3SbTi",
  "method": "wB97M-V/def2-TZVPD",
  "multiplicity": 1,
  "lumo_energy_ev": -15.0,
  "gap_ev": 6.58,
  "fmax_ev_per_a": 0.907,
  "total_charge": 4,
  "elements": ["Ti", "C", "C", "C", "C", "C", "C", "N", "Sb", "C", "C", "C", "C", "C", "C", "N", "C", "C", "C", "C", "C", "C", "N", "H", "H", "H", "H", "H", "H", "H", "H", "H", "H", "H", "H", "H", "H", "H", "H", "H", "H", "C", "O", "C", "C", "O", "C", "C", "O", "C", "H", "H", "H", "H", "H", "H", "H", "H", "H", "H", "H", "H", "H", "H"],
  "positions_angstrom": [[0.140, 0.053, 0.136], [-2.478, 0.081, -1.718], [-1.739, -1.212, -1.882], [-2.175, -2.219, -2.734], [-1.437, -3.377, -2.851], [-0.257, -3.527, -2.100], [0.128, -2.521, -1.253], [-0.618, -1.384, -1.164], [1.956, -2.746, -0.060], [2.503, -0.709, -0.742], [3.821, -0.582, -1.131], [4.102, 0.203, -2.260], [3.060, 0.767, -2.976], [1.751, 0.687, -2.507], [0.612, 1.285, -3.270], [1.543, 0.001, -1.362], [0.779, -2.258, 1.683], [0.887, -3.065, 2.787], [-0.242, -3.226, 3.603], [-1.445, -2.683, 3.190], [-1.511, -1.859, 2.070], [-2.848, -1.414, 1.553], [-0.358, -1.567, 1.414], [-2.558, 0.612, -2.667], [-1.974, 0.759, -1.013], [-3.490, -0.078, -1.344], [-3.089, -2.076, -3.299], [-1.764, -4.169, -3.515], [0.330, -4.433, -2.187], [4.604, -1.143, -0.638], [5.125, 0.306, -2.608], [3.248, 1.296, -3.903], [0.421, 0.663, -4.151], [0.861, 2.279, -3.643], [-0.300, 1.344, -2.690], [1.801, -3.610, 2.990], [-0.195, -3.847, 4.492], [-2.363, -2.911, 3.719], [-3.345, -2.289, 1.123], [-2.793, -0.653, 0.786], [-3.491, -1.064, 2.361], [-2.281, 2.057, 1.360], [-1.189, 1.085, 1.508], [-0.737, 0.981, 2.900], [0.726, 1.348, 2.982], [1.355, 1.097, 1.688], [2.236, 2.192, 1.292], [1.900, 2.602, -0.125], [0.526, 2.240, -0.429], [-0.311, 3.386, -0.776], [-3.089, 1.758, 2.021], [-1.917, 3.047, 1.621], [-2.625, 2.033, 0.335], [-1.333, 1.657, 3.510], [-0.923, -0.023, 3.244], [0.847, 2.402, 3.203], [1.232, 0.773, 3.754], [2.067, 3.008, 1.986], [3.272, 1.876, 1.382], [2.025, 3.676, -0.247], [2.550, 2.118, -0.840], [0.132, 3.897, -1.627], [-1.291, 3.015, -1.052], [-0.382, 4.061, 0.074]]
}



[4]
{
  "formula": "C7H12O",
  "method": "wB97M-V/def2-TZVPD",
  "multiplicity": 1,
  "lumo_energy_ev": 1.0,
  "smiles": "C=C(O)/C=C/CCC",
  "gap_ev": 9.51,
  "fmax_ev_per_a": 6.407,
  "total_charge": 0,
  "elements": ["C", "C", "O", "C", "C", "C", "C", "C", "H", "H", "H", "H", "H", "H", "H", "H", "H", "H", "H", "H"],
  "positions_angstrom": [[0.642, -0.333, 2.783], [-0.223, -0.698, 1.873], [-0.507, -1.994, 1.493], [-0.777, 0.059, 0.777], [-0.091, 0.957, 0.053], [-0.496, 1.478, -1.287], [0.557, 1.151, -2.403], [0.588, -0.372, -2.614], [1.075, 0.572, 2.697], [1.122, -0.957, 3.385], [-0.273, -2.679, 2.119], [-1.785, -0.212, 0.562], [0.856, 1.247, 0.613], [-0.667, 2.556, -1.293], [-1.390, 0.893, -1.617], [0.117, 1.584, -3.200], [1.586, 1.410, -2.165], [1.055, -0.268, -3.656], [1.460, -0.863, -2.123], [-0.297, -0.794, -2.364]]
}